A cluster of 9 separate species, C66H156B3F12N3O3P3 in total in a non-equilibrium geometry. Source: the OMol25 dataset; level of theory: ωB97M-V with the def2-TZVPD basis set.

Each line ends with the Löwdin charge.
Positions of all 246 atoms, in Å:
C  20.3253  14.7676  16.0474  -0.08
C  20.0789  14.1304  17.4554  -0.24
C  21.2272  13.3706  18.1099  -0.25
C  22.5494  14.0786  17.9201  -0.28
P  23.8816  13.2998  18.8072  1.01
C  23.5219  12.6641  20.4932  -0.23
C  23.7409  13.6366  21.6604  -0.25
C  23.5230  13.1474  23.1108  -0.24
C  24.7519  12.3801  23.5369  -0.11
C  24.3508  11.8572  17.8973  -0.27
C  24.6566  12.1116  16.4161  -0.25
C  25.0675  10.9224  15.5479  -0.28
C  26.1947  10.0310  16.0198  -0.11
C  25.2165  14.5041  18.8451  -0.26
C  26.5743  14.0098  19.2961  -0.22
C  27.2076  15.0231  20.2625  -0.26
C  28.3901  14.3307  20.9622  -0.10
H  20.6876  14.0180  15.3401  0.07
H  21.0629  15.6005  16.0971  0.07
H  19.4792  15.2059  15.5724  0.05
H  19.1666  13.5467  17.6187  0.11
H  19.9410  14.9842  18.1308  0.08
H  21.2004  12.3394  17.6152  0.14
H  21.0123  13.2818  19.1715  0.09
H  22.4301  15.1585  18.1882  0.12
H  22.9279  14.1298  16.9185  0.06
H  24.1807  11.8090  20.5577  0.09
H  22.5164  12.3148  20.5597  0.08
H  23.2122  14.6285  21.4400  0.13
H  24.7554  13.9132  21.6916  0.06
H  22.6369  12.4131  23.0774  0.13
H  23.2634  13.9952  23.7603  0.11
H  25.0369  11.5965  22.8449  0.07
H  24.5522  11.9816  24.5129  0.07
H  25.6421  12.9927  23.6129  0.07
H  23.4807  11.2064  17.9739  0.11
H  25.2399  11.3692  18.4103  0.12
H  25.4679  12.8571  16.3922  0.09
H  23.8471  12.6092  15.8096  0.13
H  25.2159  11.2720  14.5204  0.10
H  24.1754  10.2867  15.4622  0.11
H  27.1180  10.6112  15.9444  0.07
H  26.2181  9.1003  15.4236  0.08
H  25.8802  9.6128  17.0430  0.10
H  24.7846  15.4891  19.1866  0.13
H  25.2313  14.7589  17.7790  0.07
H  27.1971  13.8144  18.4255  0.13
H  26.4872  13.1664  19.9536  0.09
H  26.5819  15.3167  21.0757  0.09
H  27.5390  15.9190  19.7286  0.11
H  28.0545  13.4518  21.4575  0.05
H  28.8576  15.0623  21.6661  0.09
H  29.1396  13.9959  20.2366  0.08
C  16.6858  20.1936  20.3998  -0.10
C  16.3397  19.0686  21.4404  -0.22
C  15.9467  17.6897  20.8579  -0.25
C  15.3666  16.8579  22.0202  -0.24
P  15.3261  15.0566  21.6731  1.06
C  14.1507  14.1902  22.7591  -0.26
C  12.7050  14.6602  22.5590  -0.29
C  11.7625  13.9623  23.4209  -0.27
C  10.3170  13.9686  22.8388  -0.09
C  14.7109  14.8480  19.9200  -0.26
C  14.0798  13.5282  19.4718  -0.26
C  13.4599  13.6321  18.0756  -0.24
C  14.5342  13.8127  17.0200  -0.09
C  16.9081  14.1897  21.8318  -0.24
C  17.7472  14.5564  23.0540  -0.24
C  17.6750  13.6258  24.2572  -0.24
C  17.6348  12.1471  23.8802  -0.11
H  17.5041  19.8611  19.7029  0.08
H  17.0388  21.0734  20.9490  0.06
H  15.9361  20.6234  19.8089  0.04
H  15.4339  19.3935  21.9782  0.11
H  17.2301  18.8856  22.0470  0.11
H  16.8252  17.2625  20.4260  0.08
H  15.1725  17.8719  20.0567  0.13
H  14.3169  17.2159  22.1193  0.11
H  15.9553  16.9276  22.9168  0.09
H  14.4777  14.3958  23.7765  0.10
H  14.3070  13.1188  22.6797  0.10
H  12.4588  14.4823  21.4702  0.11
H  12.7081  15.7140  22.6732  0.09
H  11.7211  14.3960  24.4244  0.12
H  12.0205  12.8878  23.4954  0.12
H  9.9660  14.9599  22.6634  0.06
H  9.6629  13.5802  23.6582  0.09
H  10.1272  13.3409  21.9521  0.08
H  15.5802  15.0492  19.2901  0.09
H  13.9761  15.7209  19.7480  0.13
H  13.2898  13.2876  20.2127  0.09
H  14.7916  12.6702  19.5892  0.13
H  12.7387  14.4788  18.1386  0.12
H  12.8611  12.8104  17.8860  0.08
H  14.4311  12.9262  16.3131  0.11
H  15.5000  13.7737  17.3996  0.04
H  14.4744  14.6841  16.4494  0.05
H  17.4157  14.3908  20.9126  0.08
H  16.7303  13.1691  21.8356  0.05
H  17.7016  15.5880  23.2937  0.08
H  18.7810  14.4687  22.6955  0.11
H  16.8411  13.9241  24.7895  0.06
H  18.5240  13.8873  24.9490  0.14
H  18.4145  11.9452  23.1180  0.08
H  16.7218  11.8075  23.3903  0.06
H  17.8679  11.3494  24.6535  0.10
C  16.3873  22.8235  14.9879  -0.11
C  17.2038  21.7493  15.5414  -0.26
C  18.3556  22.1793  16.4397  -0.23
C  18.1175  23.2909  17.4907  -0.23
P  19.6805  23.9671  18.0519  1.00
C  20.6276  24.5133  16.6263  -0.28
C  19.8419  25.2310  15.5525  -0.21
C  20.8934  25.7642  14.5134  -0.25
C  21.8303  26.8306  15.0784  -0.11
C  19.1915  25.5356  18.9135  -0.24
C  20.4066  26.1217  19.6776  -0.24
C  20.3441  27.6450  19.8149  -0.25
C  19.2158  28.2131  20.7013  -0.09
C  20.6753  22.8666  19.0075  -0.27
C  20.0407  22.3602  20.3236  -0.22
C  20.3953  20.9048  20.6356  -0.25
C  21.8729  20.8076  21.0039  -0.10
H  15.8092  23.4118  15.7076  0.09
H  15.6145  22.3332  14.4171  0.08
H  16.9072  23.4600  14.3030  0.07
H  17.6377  21.0930  14.8110  0.09
H  16.6058  21.0957  16.1611  0.11
H  18.9917  22.6489  15.7126  0.06
H  18.8470  21.2872  16.8206  0.11
H  17.4565  23.0769  18.3240  0.10
H  17.6331  24.1551  17.0026  0.10
H  21.1322  23.6900  16.2861  0.05
H  21.3483  25.2718  16.9593  0.10
H  19.4808  26.1605  16.0223  0.11
H  19.0628  24.5369  15.0936  0.12
H  20.3342  26.1646  13.6441  0.11
H  21.4846  24.9197  14.0794  0.11
H  22.1085  27.6175  14.3281  0.09
H  22.7661  26.3157  15.3854  0.08
H  21.3693  27.3590  15.9223  0.07
H  18.3710  25.2813  19.5605  0.09
H  18.7294  26.1179  18.0916  0.10
H  21.3363  25.7533  19.2203  0.09
H  20.3882  25.6608  20.6358  0.10
H  20.1457  28.1612  18.8984  0.09
H  21.3980  27.9405  20.1556  0.14
H  19.3212  28.0245  21.7428  0.06
H  18.2730  27.8857  20.3546  0.05
H  19.2333  29.3101  20.5691  0.09
H  21.6896  23.3249  19.0448  0.12
H  20.7305  22.0683  18.2920  0.06
H  18.9596  22.5479  20.2994  0.09
H  20.4288  22.9850  21.1807  0.13
H  20.2235  20.2438  19.7633  0.10
H  19.8248  20.5500  21.5132  0.12
H  22.2065  19.7978  21.0330  0.06
H  22.1302  21.2824  21.9575  0.09
H  22.5356  21.3086  20.3447  0.04
C  29.4425  14.0126  13.0656  0.06
N  28.5409  14.0946  11.8308  -0.38
C  27.4497  13.1011  12.0075  0.00
C  27.9320  15.4114  11.8430  0.00
C  29.1612  13.8363  10.4957  -0.09
C  30.4657  14.6334  10.2104  -0.20
O  31.5495  14.0635  10.9521  -0.07
H  30.0151  13.1169  13.0353  0.10
H  28.7463  14.1129  13.8845  0.10
H  30.2046  14.7625  12.9252  0.10
H  27.8435  12.0333  12.0564  0.14
H  26.7838  13.1204  11.1619  0.11
H  26.9341  13.4015  12.9395  0.09
H  27.4477  15.5959  10.9024  0.11
H  28.7452  16.1282  12.0838  0.13
H  27.1383  15.3699  12.5601  0.08
H  28.3595  14.2363  9.9057  0.12
H  29.2649  12.7793  10.3209  0.14
H  30.4133  15.7151  10.5611  0.14
H  30.5811  14.6270  9.1184  0.13
H  32.3308  14.4374  10.5020  0.11
C  25.6499  19.6334  15.6985  0.02
N  24.8488  19.4144  16.9522  -0.33
C  25.7118  18.5254  17.8604  0.03
C  24.4672  20.6698  17.6485  0.02
C  23.5706  18.6951  16.5118  -0.07
C  22.4186  18.6684  17.5333  -0.19
O  22.8981  18.0124  18.6837  -0.07
H  25.6676  18.6791  15.1169  0.11
H  26.6284  20.0762  15.9047  0.11
H  25.0562  20.3517  15.1070  0.11
H  25.2561  18.4522  18.8411  0.09
H  26.6037  19.1302  18.0442  0.11
H  25.9004  17.5830  17.4056  0.07
H  23.9455  20.3876  18.5614  0.09
H  23.7037  21.0903  16.9522  0.11
H  25.3607  21.3283  17.8097  0.13
H  23.9284  17.7286  16.1853  0.12
H  23.2200  19.1354  15.5937  0.11
H  21.7789  17.9548  17.0901  0.11
H  21.9119  19.6419  17.7658  0.13
H  22.1638  17.8830  19.2823  0.04
C  19.5532  17.9810  12.7272  -0.03
C  19.7897  19.3956  12.4144  -0.22
N  19.3496  19.8864  11.0355  -0.26
C  20.2124  19.2991  10.0858  -0.02
C  17.8409  19.5423  10.7732  -0.11
C  16.9948  20.0579  11.9151  -0.06
C  19.5784  21.3966  11.0974  -0.08
C  19.4153  22.1125  9.7911  -0.27
O  18.1133  22.1353  9.4296  -0.17
C  17.8688  22.7749  8.1950  -0.06
H  18.5456  17.7362  12.4263  0.08
H  19.7808  17.7397  13.7367  0.08
H  20.2586  17.3845  12.1525  0.09
H  20.8429  19.6808  12.5035  0.13
H  19.1750  19.9895  13.0293  0.07
H  19.8552  18.2915  9.9813  0.10
H  21.3033  19.3167  10.4907  0.17
H  20.1188  19.7574  9.1021  0.11
H  17.8220  18.4654  10.5869  0.13
H  17.4410  20.0259  9.8783  0.13
H  17.3544  19.7501  12.8991  0.06
H  15.9402  19.7005  11.8115  0.12
H  17.0755  21.1772  11.9857  0.10
H  20.6295  21.4575  11.3695  0.14
H  18.9445  21.8249  11.8769  0.13
H  20.0810  21.6800  9.0560  0.11
H  20.0016  23.0789  9.9932  0.17
H  18.2787  22.1796  7.4085  0.09
H  18.2196  23.8220  8.1529  0.11
H  16.8016  22.7051  8.0190  0.10
B  20.0367  16.5514  20.5626  -1.15
F  18.9006  16.1480  19.7499  0.04
F  19.5464  16.5783  21.9053  0.08
F  21.0624  15.6286  20.3488  0.12
F  20.5646  17.8290  20.1889  0.08
B  21.1167  21.0463  14.9518  -1.23
F  22.5179  20.8436  14.6463  0.06
F  20.5131  22.0044  14.1103  0.12
F  20.4057  19.8886  14.9019  0.17
F  21.2531  21.5257  16.3146  0.04
B  25.6530  15.5622  15.1234  -1.28
F  26.2705  14.2981  14.8361  0.06
F  24.5104  15.2588  15.8704  0.10
F  26.5932  16.3276  15.7854  0.13
F  25.2328  16.2167  13.9422  0.09

The frontier orbital gap is 0.3979 Eh. The spin multiplicity is 1. The value obtained for the total energy is -144087.980 eV. The value obtained for the HOMO energy is -15.13 eV. As for the total charge: +3.


A cluster of 8 separate species, C5H28N2O8 in total in a non-equilibrium geometry. Source: the OMol25 dataset; level of theory: ωB97M-V with the def2-TZVPD basis set.

Each line ends with the Löwdin charge.
Positions of all 43 atoms, in Å:
N  -1.4775  -1.9301  -2.1488  -0.01
C  -0.5089  -1.1595  -1.4886  -0.31
N  -0.6314  -1.2992  -0.0087  -0.07
C  -0.1552  -0.3826  0.9703  -0.25
C  1.4070  -0.0615  1.1644  -0.16
C  1.5842  1.3075  1.8629  -0.21
C  1.8703  1.1857  3.3668  -0.20
O  0.6748  1.7250  3.9722  -0.11
H  -1.2567  -2.9203  -1.9902  0.05
H  -2.4844  -1.7085  -2.1018  0.10
H  -0.6208  -0.0016  -1.6065  0.13
H  0.3972  -1.7056  -1.7088  0.11
H  -0.5045  -2.2825  0.2762  0.09
H  -0.3823  -0.7256  1.9810  0.11
H  -0.5925  0.6492  0.8293  0.08
H  1.7923  -0.8904  1.7486  0.09
H  1.8829  -0.0965  0.1561  0.10
H  0.6349  1.7680  1.7749  0.06
H  2.2483  1.7796  1.1775  0.07
H  2.1465  0.1905  3.7025  0.11
H  2.5607  2.1184  3.4424  0.15
H  -0.1169  1.1907  3.8110  0.07
O  -0.7654  -4.4841  -0.5722  -0.09
H  -0.2393  -5.3197  -0.4312  0.07
H  -1.0964  -4.9318  -1.3938  0.06
O  2.0797  3.1501  -1.0818  -0.03
H  2.1550  3.1796  -0.1392  0.02
H  2.3575  2.3764  -1.5344  0.03
O  -0.3826  2.2990  -1.5818  -0.05
H  -0.6701  3.1937  -1.6828  0.04
H  0.2358  1.9992  -0.9460  -0.02
O  -0.8568  -0.4957  -4.6134  -0.09
H  -1.2388  -0.0370  -3.8397  0.02
H  -1.3018  -1.3502  -4.6659  0.02
O  -3.5303  -1.4898  2.6237  -0.06
H  -4.4031  -1.1962  2.4122  0.01
H  -2.9774  -0.6887  2.5197  0.03
O  2.5713  -0.1588  -3.1824  -0.07
H  2.7993  -0.9747  -3.6872  0.06
H  1.7694  0.1489  -3.5995  0.01
O  -1.6887  2.4410  2.4112  -0.06
H  -1.8744  2.2325  1.4621  0.05
H  -1.4107  3.3558  2.3397  0.04

The frontier orbital gap is 0.3031 Eh. The value obtained for the energy above the lowest of the compared OMol25 structures with the same formula, charge and spin is 449.3 kJ/mol. The spin multiplicity is 1. The value obtained for the total energy is -24996.232 eV. The value obtained for the HOMO energy is -8.01 eV. Its SMILES is NCNCCCCO.O.O.O.O.O.O.O.


The molecule C3H6N2O. Source: the OMol25 dataset; level of theory: ωB97M-V with the def2-TZVPD basis set.

Each line ends with the Löwdin charge.
Positions of all 12 atoms, in Å:
H  -1.7746  1.1710  -1.4895  0.05
N  -0.8927  0.6918  -1.6581  0.13
C  -0.3756  0.3085  -0.5614  -0.47
C  -0.9686  0.4933  0.8156  -0.03
N  0.8554  -0.3467  -0.6605  0.10
C  1.5798  -1.0082  0.2984  -0.33
O  2.6340  -1.5566  0.0702  0.04
H  -1.6704  1.3305  0.7897  0.08
H  -0.2122  0.7104  1.5744  0.07
H  -1.5178  -0.4025  1.1255  0.09
H  1.2293  -0.3891  -1.6019  0.15
H  1.1135  -1.0026  1.2978  0.13

The frontier orbital gap is 0.3941 Eh. The value obtained for the energy above the lowest of the compared OMol25 structures with the same formula, charge and spin is 51.2 kJ/mol. The spin multiplicity is 1. The value obtained for the total energy is -8236.168 eV. The value obtained for the HOMO energy is -9.96 eV. Its SMILES is [H]/N=C(\C)NC=O.